1.
C8H19N3O3P | wB97M-V/def2-TZVPD

LUMO level: -3.77 eV
Kohn-Sham gap: 7.76 eV
Strongest force on any atom: 0.03139 Eh/bohr
Charge: +1

XYZ file:
```
34
Properties=species:S:1:pos:R:3:forces:R:3
C -2.108487 -0.483546 -0.787608 0.085 0.085 0.209
P -0.352608 -0.059831 -0.563267 0.516 0.094 -0.273
O 0.362316 -1.438908 -1.132899 -0.081 0.147 0.346
C -0.054509 -0.135156 1.339948 -0.248 -0.031 -0.224
O 0.595464 1.062274 1.649858 0.081 0.051 0.123
C -1.303130 -0.160578 2.237170 -0.060 -0.144 0.431
C -1.483814 -1.312262 3.249708 0.335 0.242 0.216
N -0.340250 -2.297989 3.308981 -0.757 -0.596 -1.296
C 0.356119 -2.377229 2.163462 0.161 0.399 0.554
N 0.540367 -3.484027 1.487115 0.120 -0.032 -0.027
N 0.942787 -1.216573 1.684460 -0.110 -0.072 -0.027
H -2.692279 0.418555 -0.633688 -0.206 0.090 -0.023
H -2.209512 -0.778716 -1.826984 -0.065 0.057 -0.203
H -2.504302 -1.276888 -0.155218 0.020 -0.153 0.075
H -0.160249 -2.205612 -0.890901 -0.091 -0.412 -0.213
H 1.207954 1.277186 0.935896 0.038 0.180 -0.145
H -1.292615 0.774217 2.785739 0.110 0.108 0.101
H -2.208934 -0.135523 1.643399 -0.038 0.029 -0.160
H -1.639815 -0.925269 4.247897 0.105 0.082 0.142
H -2.369340 -1.884538 2.993337 -0.063 -0.199 -0.051
H -0.668536 -3.207086 3.616352 0.004 0.039 0.325
H 0.032960 -4.337190 1.651364 0.012 -0.133 0.249
H 1.260629 -3.487971 0.781790 0.066 0.096 -0.194
H 1.473108 -0.812077 2.451659 0.061 0.112 0.107
C 1.323519 4.121447 -3.438543 -0.168 -0.011 0.002
C 0.850176 2.709677 -3.200508 0.090 0.014 0.003
O -0.324467 2.429429 -3.152167 -0.102 -0.041 0.026
C 1.913449 1.650334 -3.020966 -0.161 -0.067 -0.038
H 0.467104 4.780757 -3.549791 -0.012 0.007 -0.003
H 1.934301 4.459122 -2.599639 0.080 -0.014 -0.039
H 1.932459 4.164046 -4.342577 0.079 0.000 0.038
H 2.543069 1.887189 -2.160999 0.079 0.042 -0.066
H 2.545973 1.592930 -3.907772 0.081 0.079 0.040
H 1.431092 0.689806 -2.864606 0.039 -0.052 -0.005
```
Forces are in eV/Å.



2.
C8H19N4O2 | wB97M-V/def2-TZVPD

LUMO level: -2.71 eV
Kohn-Sham gap: 9.65 eV
Strongest force on any atom: 0.02238 Eh/bohr
Charge: +1

XYZ file:
```
33
Properties=species:S:1:pos:R:3:forces:R:3
C -0.446423 -2.110012 4.650689 0.144 -0.433 -0.025
O -0.700476 -1.874125 3.276252 -0.068 0.174 -0.013
C -1.613399 -0.833612 2.985470 -0.175 -0.230 -0.049
C -2.826733 -1.396831 2.238254 0.478 0.586 -0.425
C -2.786636 -1.228527 0.698401 -0.268 -0.632 0.539
N -1.463231 -0.956440 0.165148 0.449 0.308 -0.536
C -1.098516 0.212804 -0.340305 -0.141 -0.265 0.173
N -1.888893 1.290674 -0.422354 -0.032 0.244 -0.098
C -1.137005 2.221696 -0.987036 -0.703 -0.629 0.545
N 0.079958 1.786590 -1.251555 -0.011 1.101 -0.334
N 0.128360 0.493355 -0.845576 -0.265 -0.368 0.225
H 0.511146 -1.699823 4.953917 0.145 0.302 0.048
H -0.392797 -3.183105 4.799629 -0.001 -0.207 -0.018
H -1.234293 -1.733334 5.295537 -0.156 0.195 0.022
H -1.087939 -0.081491 2.401358 0.006 0.209 -0.137
H -1.965769 -0.324835 3.877555 0.099 -0.083 0.347
H -3.708692 -0.883607 2.600275 -0.322 -0.115 0.055
H -2.891792 -2.451122 2.463675 -0.121 -0.202 0.275
H -3.124767 -2.149330 0.239994 -0.072 -0.186 -0.155
H -3.489591 -0.473312 0.389649 0.165 0.474 -0.251
H -0.776245 -1.690895 0.160259 -0.047 -0.195 0.184
H -1.517186 3.205745 -1.175699 0.305 0.343 -0.230
H 0.832406 2.323799 -1.671220 0.586 -0.557 -0.265
H 0.933914 -0.100393 -0.929601 0.260 0.162 -0.127
C 4.178531 0.659282 -3.706034 -0.065 0.057 0.133
C 2.945138 1.467062 -4.057464 0.245 -0.001 -0.026
O 2.552257 2.328079 -2.974993 -0.334 -0.098 0.260
H 4.001160 0.052091 -2.816889 -0.010 -0.047 -0.034
H 4.458735 0.000922 -4.527561 0.008 0.015 -0.012
H 5.022829 1.316363 -3.488840 0.026 -0.007 -0.079
H 2.098911 0.811391 -4.257404 -0.077 0.074 0.026
H 3.122722 2.074580 -4.947094 -0.061 -0.042 -0.037
H 3.284318 2.926363 -2.796438 0.014 0.051 0.020
```
Forces are in eV/Å.



Calculated relative energy (zero: lowest compared OMol25 entry of this formula, charge and spin) (eV), listed in the same order as above: 0.000; 0.078